(1)
C33H34N7PRuS2 | ωB97M-V/def2-TZVPD

The geometry in XYZ format:
```
78
Properties=species:S:1:pos:R:3:forces:R:3:lowdin_charge:R:1
Ru -0.274 0.560 0.717 -0.07 -1.68 0.52 0.83
N 1.780 -0.116 0.629 -0.03 0.04 -0.16 -0.07
C 2.706 1.009 0.665 -0.07 0.10 -0.02 -0.29
C 3.949 0.917 1.259 -0.04 0.01 0.03 0.01
C 4.777 2.034 1.247 0.04 -0.02 0.03 0.00
C 4.361 3.222 0.657 -0.03 0.03 -0.03 -0.01
C 3.109 3.309 0.073 -0.06 0.00 0.00 -0.04
C 2.274 2.186 0.061 0.07 0.12 0.11 -0.30
P 0.655 2.200 -0.708 -0.16 -0.27 -0.42 1.04
C 0.701 1.865 -2.462 0.27 0.03 -0.07 -0.37
C -0.118 0.929 -3.087 -0.12 0.04 -0.11 -0.11
C -0.021 0.734 -4.457 -0.04 0.01 0.00 -0.04
C 0.893 1.466 -5.202 0.03 0.03 0.00 -0.01
C 1.714 2.404 -4.585 -0.07 -0.04 -0.03 -0.02
C 1.622 2.605 -3.219 0.04 0.03 0.12 -0.07
C -0.053 3.791 -0.365 0.05 0.06 -0.06 -0.39
C -0.037 4.269 0.953 0.05 -0.01 0.11 -0.10
C -0.562 5.515 1.239 -0.03 0.00 0.00 -0.03
C -1.090 6.295 0.214 0.00 -0.01 0.02 -0.01
C -1.105 5.827 -1.095 -0.01 -0.01 -0.01 -0.02
C -0.597 4.572 -1.390 -0.12 -0.05 -0.02 -0.06
H 1.991 -0.752 1.394 -0.02 -0.11 0.04 0.07
H 1.963 -0.648 -0.223 0.02 -0.14 0.04 0.09
H 4.280 -0.002 1.728 -0.01 -0.01 -0.02 0.13
H 5.753 1.980 1.709 0.00 -0.01 0.00 0.14
H 5.014 4.085 0.663 0.00 0.00 0.00 0.13
H 2.775 4.243 -0.361 0.01 0.00 -0.01 0.13
H -0.853 0.369 -2.524 0.02 -0.02 0.05 0.05
H -0.666 0.017 -4.946 0.01 0.00 0.00 0.12
H 0.967 1.313 -6.271 -0.01 -0.01 0.00 0.13
H 2.420 2.977 -5.170 0.01 0.01 0.02 0.13
H 2.266 3.338 -2.746 0.01 -0.02 -0.01 0.12
H 0.415 3.684 1.749 0.03 0.01 -0.02 0.11
H -0.541 5.895 2.252 0.01 0.00 0.00 0.12
H -1.480 7.280 0.436 0.00 0.01 0.00 0.13
H -1.504 6.447 -1.887 0.01 0.00 -0.01 0.13
H -0.619 4.208 -2.409 0.05 0.01 -0.01 0.12
S -0.631 -1.355 -0.327 0.36 1.83 0.01 0.76
C -2.317 -1.924 -0.235 -0.35 -0.17 0.11 -0.51
N -2.442 -3.263 -0.101 -0.17 -0.22 0.06 0.08
C -3.624 -3.903 -0.117 0.40 0.00 0.05 0.02
C -4.792 -3.199 -0.284 -0.07 0.28 -0.05 0.04
C -4.701 -1.824 -0.455 -0.26 -0.19 -0.04 0.04
C -3.468 -1.183 -0.428 0.41 0.04 -0.04 -0.03
H -1.603 -3.852 -0.023 0.28 -0.08 -0.07 0.09
H -3.580 -4.976 0.008 -0.01 -0.02 0.00 0.16
H -5.739 -3.719 -0.303 -0.02 0.02 0.01 0.15
H -5.599 -1.244 -0.625 0.00 0.01 0.01 0.14
H -3.400 -0.123 -0.602 0.00 0.10 0.05 0.09
C -0.006 -0.764 6.141 -0.02 -0.09 0.05 -0.05
C 0.390 0.513 5.389 0.01 0.10 -0.10 -0.17
C 0.115 0.427 3.960 0.06 -0.05 0.03 -0.09
N -0.104 0.348 2.834 -0.05 0.16 -0.48 0.10
H 0.213 -0.618 7.196 0.00 0.00 0.00 0.10
H 0.564 -1.623 5.791 -0.01 0.01 -0.01 0.09
H -1.070 -0.972 6.041 0.00 0.01 0.00 0.09
H 1.457 0.729 5.487 0.00 -0.01 0.03 0.14
H -0.151 1.388 5.758 0.00 -0.02 0.03 0.14
N -3.998 2.240 1.711 0.18 -0.10 0.00 0.12
C -3.937 2.705 0.420 0.04 0.00 -0.05 -0.01
C -2.777 2.221 -0.093 -0.17 0.01 -0.12 -0.14
N -2.136 1.464 0.874 0.00 -0.02 0.08 -0.14
C -2.909 1.504 1.952 -0.09 0.04 0.17 -0.15
H -4.727 2.444 2.381 -0.03 0.00 0.02 0.19
H -4.705 3.331 -0.002 0.02 0.00 -0.02 0.15
H -2.371 2.362 -1.079 -0.01 0.01 0.01 0.11
H -2.706 1.023 2.894 -0.01 0.00 -0.01 0.13
S 1.048 -3.456 0.955 -0.24 -0.35 -0.12 0.60
C 0.954 -4.934 0.043 0.34 1.16 0.72 -0.76
N 2.040 -5.744 0.026 0.09 -0.37 -0.18 0.10
C 2.041 -6.934 -0.609 -0.15 0.04 -0.10 0.03
C 0.914 -7.311 -1.297 0.18 -0.05 0.03 0.02
C -0.160 -6.428 -1.274 0.00 0.11 0.13 -0.04
N -0.150 -5.272 -0.600 -0.42 -0.37 -0.34 0.05
H 2.880 -5.451 0.514 -0.11 0.07 0.05 0.17
H 2.949 -7.520 -0.545 -0.03 -0.02 -0.02 0.16
H 0.871 -8.249 -1.831 0.00 0.02 0.02 0.14
H -1.072 -6.665 -1.809 0.01 -0.01 0.00 0.14
```
Positions in Å, forces in eV/Å.

Orbital gap (alpha / beta) ... 4.83 / 4.83 eV
E ... -2892.4972 hartree
Molecular weight ... 724.862 g mol⁻¹
Energy above the lowest of the compared OMol25 structures with the same formula, charge and spin ... 2.1 kcal/mol
Net charge ... +4



(2)
C4H7NO | ωB97M-V/def2-TZVPD

The geometry in XYZ format:
```
13
Properties=species:S:1:pos:R:3:forces:R:3:lowdin_charge:R:1
C 2.024 -0.472 -0.136 2.01 -0.95 4.39 -0.04
C -1.946 -0.312 1.763 1.72 -1.17 -0.18 0.02
C -0.126 0.101 0.006 -0.20 -0.50 1.42 -0.36
C -0.018 0.738 -1.310 -5.06 1.24 -0.13 -0.04
N 1.007 -0.310 0.622 -3.18 0.12 0.18 0.05
O -1.368 0.082 0.559 -0.45 -0.38 0.73 -0.07
H 2.876 -0.799 0.475 0.22 0.12 -0.98 0.08
H 2.063 -0.348 -1.134 0.24 0.37 -3.24 0.02
H -1.413 -0.998 2.475 0.19 1.06 -0.96 0.07
H -3.000 -0.583 1.730 0.12 0.74 -0.72 0.05
H -1.022 1.127 -1.760 1.45 -0.98 1.11 0.13
H 0.392 0.172 -2.051 1.16 -1.89 -1.91 0.04
H 0.530 1.601 -1.238 1.77 2.21 0.29 0.06
```
Positions in Å, forces in eV/Å.

Orbital gap (alpha / beta) ... 7.48 / 8.41 eV
E ... -286.4350 hartree
Molecular weight ... 85.106 g mol⁻¹
Energy above the lowest of the compared OMol25 structures with the same formula, charge and spin ... 123.4 kcal/mol



(3)
C6H6N4O2P | ωB97M-V/def2-TZVPD

The geometry in XYZ format:
```
19
Properties=species:S:1:pos:R:3:forces:R:3:lowdin_charge:R:1
C -1.553 0.942 0.552 1.79 0.41 -0.76 -0.19
C 3.215 -0.534 -0.603 2.22 0.92 1.29 -0.21
C -2.279 1.231 1.605 -1.83 1.33 2.65 -0.17
C 1.977 -0.993 -0.839 -2.53 -1.76 0.88 -0.20
C -2.069 -0.899 1.602 -0.85 -1.96 0.23 -0.20
C 1.957 1.149 -0.999 -0.24 2.63 -0.27 -0.31
N -1.385 -0.432 0.496 -0.55 4.16 1.60 -0.11
N 3.198 0.867 -0.672 -0.06 -0.88 -0.68 0.01
N -2.640 0.054 2.270 0.38 0.85 -0.17 0.03
N 1.140 0.088 -1.098 -1.29 -2.56 0.78 -0.06
O -0.829 -2.085 -0.843 1.55 -1.02 -2.42 -0.34
O -1.343 0.224 -2.160 0.67 -1.30 2.16 -0.35
P -0.772 -0.613 -1.035 0.35 -1.57 -3.15 0.46
H -0.930 1.467 -0.180 -0.91 0.60 0.60 0.10
H 4.169 -1.006 -0.215 -1.56 0.29 -0.80 0.10
H -2.597 2.202 2.022 0.27 -0.70 -0.47 0.10
H 1.365 -1.920 -0.607 1.68 0.78 -0.68 0.10
H -2.292 -1.947 1.957 0.94 1.12 -1.24 0.13
H 1.668 2.205 -1.252 0.00 -1.35 0.44 0.12
```
Positions in Å, forces in eV/Å.

Orbital gap ... 9.17 eV
E ... -943.1866 hartree
Molecular weight ... 197.114 g mol⁻¹
Energy above the lowest of the compared OMol25 structures with the same formula, charge and spin ... 12.3 kcal/mol
Net charge ... -1



(4)
C6H6N2O2 | ωB97M-V/def2-TZVPD

The geometry in XYZ format:
```
16
Properties=species:S:1:pos:R:3:forces:R:3:lowdin_charge:R:1
C -2.228 -0.065 0.301 -4.73 -0.66 -0.08 -0.39
C -1.898 1.400 0.116 -2.45 0.55 -0.37 -0.02
C -0.633 1.714 -0.193 2.12 0.29 -2.56 -0.11
C -0.015 -0.698 -0.387 -1.27 2.80 2.29 -0.60
C 4.649 0.327 -0.010 -3.60 -2.57 5.17 0.01
C 3.974 -0.141 0.902 0.48 -0.44 -1.56 -0.01
H -1.752 -1.974 -0.031 2.41 2.96 0.94 0.25
H -2.822 2.131 -0.044 2.37 -1.76 0.67 0.16
H -0.152 2.661 -0.762 -1.79 -1.80 2.09 0.17
H 1.349 0.886 -0.671 -3.41 -0.70 1.24 0.20
H 5.041 0.760 -0.806 1.86 1.71 -2.92 -0.04
H 3.320 -0.804 1.527 1.19 1.33 -0.74 0.05
N -1.204 -0.996 0.222 -3.64 -2.13 -0.89 0.16
N 0.316 0.669 -0.288 2.78 0.85 -1.27 0.07
O -3.434 -0.548 0.373 4.62 2.36 -0.06 -0.03
O 0.702 -1.526 -0.763 3.05 -2.78 -1.97 0.13
```
Positions in Å, forces in eV/Å.

Orbital gap ... 9.90 eV
E ... -492.1111 hartree
Molecular weight ... 138.126 g mol⁻¹
Energy above the lowest of the compared OMol25 structures with the same formula, charge and spin ... 83.1 kcal/mol
SMILES ... O=c1cc[nH]c(=O)[nH]1.C#C



(5)
C26H62B3F2N5O5 | ωB97M-V/def2-TZVPD

The geometry in XYZ format:
```
103
Properties=species:S:1:pos:R:3:forces:R:3:lowdin_charge:R:1
O 3.060 3.423 1.556 -2.02 8.58 -5.11 0.06
C 2.787 4.577 0.902 1.83 -7.98 3.26 -0.15
F 2.958 4.563 -0.570 -0.73 1.24 4.84 0.03
N 2.302 5.739 1.740 -0.22 0.97 -4.78 0.20
B 0.795 5.760 1.910 -3.37 -0.63 1.46 -0.40
O -0.028 4.509 1.755 0.61 4.27 -1.96 0.14
B -1.169 4.831 0.872 -0.14 1.04 1.01 -0.19
O -1.781 6.166 0.704 4.46 -0.02 0.97 0.10
B -0.813 7.251 1.058 -1.24 -2.65 1.87 -0.13
O 0.006 6.983 2.291 1.57 -2.12 -4.24 0.14
C 2.864 7.069 1.287 5.40 5.37 4.78 -0.14
O 3.687 7.730 2.139 -6.24 -4.89 -6.61 0.07
F 2.587 7.747 -0.005 0.27 -3.00 3.88 0.03
H -1.639 3.946 0.228 0.07 0.12 0.29 0.11
H -0.687 8.243 0.403 -0.18 -0.26 0.34 0.11
C 2.196 1.669 -1.474 -0.11 -0.03 -0.04 -0.09
C 1.135 1.148 -2.441 0.08 0.23 0.06 -0.26
N 0.526 2.193 -3.265 -0.39 0.17 -0.10 -0.19
C -0.684 1.751 -3.966 -0.04 0.02 0.33 -0.25
C -0.531 0.652 -5.012 -0.17 -0.19 -0.33 -0.09
C 1.443 3.012 -4.061 0.10 0.07 0.38 -0.25
C 2.355 2.293 -5.049 0.23 0.03 -0.30 -0.09
H 1.798 2.473 -0.848 0.01 -0.17 -0.17 0.06
H 2.523 0.861 -0.810 -0.06 0.06 -0.12 0.07
H 3.080 2.038 -1.999 -0.02 0.04 0.05 0.07
H 0.354 0.677 -1.830 -0.10 0.12 -0.28 0.11
H 1.574 0.351 -3.053 0.08 -0.15 0.00 0.10
H -1.173 2.615 -4.432 0.24 0.04 0.07 0.11
H -1.401 1.399 -3.212 0.20 0.03 0.07 0.11
H -0.067 1.026 -5.927 0.03 -0.11 0.10 0.05
H -1.522 0.271 -5.292 0.16 0.06 0.06 0.07
H 0.051 -0.199 -4.643 -0.03 0.12 -0.03 0.07
H 2.076 3.585 -3.372 -0.07 -0.15 0.06 0.10
H 0.875 3.780 -4.601 -0.17 -0.24 0.13 0.11
H 2.838 1.414 -4.615 -0.08 0.06 0.00 0.07
H 3.152 2.973 -5.371 -0.07 -0.06 0.04 0.07
H 1.819 1.990 -5.948 0.06 -0.11 0.07 0.05
C 5.601 0.727 0.511 0.00 -0.03 -0.03 -0.08
C 5.264 -0.344 1.547 -0.06 0.00 -0.25 -0.26
N 4.775 -1.594 0.964 -0.31 -0.27 0.02 -0.19
C 4.175 -2.501 1.948 -0.19 0.28 -0.06 -0.25
C 5.083 -3.060 3.037 0.06 -0.30 0.29 -0.09
C 5.646 -2.236 -0.025 -0.10 0.35 -0.16 -0.25
C 7.061 -2.598 0.411 0.31 -0.21 -0.07 -0.09
H 4.751 0.915 -0.152 0.12 -0.08 0.09 0.06
H 5.845 1.668 1.016 -0.03 -0.15 -0.03 0.07
H 6.465 0.448 -0.096 -0.04 0.01 -0.01 0.07
H 4.482 0.076 2.193 0.00 -0.32 -0.04 0.12
H 6.140 -0.508 2.185 0.12 0.07 0.11 0.10
H 3.692 -3.337 1.428 0.17 0.14 -0.14 0.11
H 3.351 -1.967 2.439 0.14 0.12 -0.12 0.11
H 5.752 -3.831 2.649 0.02 0.13 0.07 0.05
H 4.472 -3.534 3.817 0.09 0.09 -0.13 0.07
H 5.682 -2.284 3.522 -0.05 -0.08 -0.09 0.07
H 5.719 -1.574 -0.897 -0.05 0.06 0.17 0.10
H 5.156 -3.137 -0.415 -0.13 0.14 0.27 0.11
H 7.557 -1.788 0.951 -0.09 -0.05 -0.02 0.07
H 7.670 -2.816 -0.473 -0.06 0.03 0.08 0.07
H 7.077 -3.495 1.031 0.06 0.11 0.07 0.05
C -0.761 0.364 1.107 -0.02 -0.02 0.02 -0.08
C -1.159 0.732 2.535 -0.16 0.00 -0.20 -0.26
N -2.606 0.793 2.745 -0.30 0.25 0.15 -0.19
C -2.984 1.430 4.011 0.13 0.20 -0.22 -0.25
C -2.563 0.737 5.302 -0.06 -0.04 0.41 -0.09
C -3.366 -0.412 2.402 0.16 0.11 -0.35 -0.24
C -2.979 -1.711 3.099 -0.10 -0.34 0.09 -0.08
H -1.230 1.036 0.381 -0.03 -0.07 0.09 0.07
H 0.324 0.453 0.989 -0.12 -0.02 0.06 0.07
H -1.034 -0.664 0.859 -0.01 0.03 -0.04 0.06
H -0.729 1.721 2.738 -0.26 -0.07 0.15 0.11
H -0.677 0.034 3.228 0.15 -0.07 0.05 0.10
H -4.070 1.585 4.032 0.08 -0.17 -0.18 0.11
H -2.559 2.442 4.019 0.08 -0.13 -0.15 0.11
H -3.168 -0.150 5.501 0.14 0.03 -0.02 0.05
H -2.712 1.419 6.150 0.03 -0.10 -0.15 0.07
H -1.507 0.452 5.298 -0.12 0.01 -0.03 0.07
H -3.285 -0.570 1.320 0.12 0.09 0.08 0.09
H -4.436 -0.229 2.566 0.21 0.21 0.12 0.12
H -1.899 -1.879 3.110 -0.08 0.06 0.00 0.07
H -3.431 -2.557 2.569 0.04 0.07 0.02 0.06
H -3.351 -1.748 4.124 0.14 -0.02 -0.01 0.05
C -5.464 -6.185 0.086 0.01 0.00 -0.04 -0.09
C -4.999 -4.744 -0.115 0.09 -0.20 -0.17 -0.27
N -4.203 -4.547 -1.328 0.34 0.17 -0.11 -0.19
C -3.513 -3.254 -1.367 0.12 -0.20 0.23 -0.25
C -4.373 -1.996 -1.414 -0.01 0.40 -0.10 -0.09
C -4.824 -4.961 -2.589 0.03 -0.35 0.21 -0.25
C -6.161 -4.329 -2.958 -0.25 0.07 -0.28 -0.09
H -4.619 -6.880 0.060 -0.08 0.12 -0.07 0.08
H -5.948 -6.285 1.064 0.04 0.06 -0.14 0.07
H -6.190 -6.489 -0.671 0.05 -0.02 0.03 0.06
H -4.386 -4.484 0.758 0.08 0.16 -0.28 0.11
H -5.873 -4.083 -0.091 -0.14 0.06 0.09 0.10
H -2.817 -3.237 -2.215 -0.18 -0.19 0.00 0.11
H -2.869 -3.188 -0.480 -0.13 -0.16 0.01 0.10
H -4.824 -1.851 -2.398 -0.05 -0.01 0.14 0.06
H -3.747 -1.115 -1.220 -0.09 -0.14 -0.02 0.06
H -5.165 -2.003 -0.660 0.07 -0.03 -0.09 0.07
H -4.959 -6.049 -2.563 0.02 0.10 0.15 0.10
H -4.119 -4.800 -3.414 0.07 0.13 0.29 0.11
H -6.866 -4.314 -2.122 0.09 0.01 -0.03 0.07
H -6.628 -4.907 -3.763 0.04 0.04 0.09 0.07
H -6.040 -3.312 -3.332 -0.09 -0.01 0.12 0.05
```
Positions in Å, forces in eV/Å.

Orbital gap ... 6.82 eV
E ... -1952.1416 hartree
Molecular weight ... 595.244 g mol⁻¹
SMILES ... O=C(F)N(B1OBOBO1)C(=O)F.CCN(CC)CC.CCN(CC)CC.CCN(CC)CC.CCN(CC)CC